[1]
Formula: C19H48BBaN3O5
Source: the Open Molecules 2025 dataset
Level of theory: the ωB97M-V functional and the def2-TZVPD basis

Positions of all 77 atoms, in Å:
Ba -2.257 -2.650 1.659
O -6.945 -5.645 0.828
C -7.349 -6.204 -0.427
C -6.639 -5.813 -1.822
O -5.268 -5.385 -1.889
H -8.381 -5.921 -0.636
H -7.543 -7.275 -0.379
H -7.315 -4.993 -2.065
H -6.791 -6.553 -2.608
B -6.459 0.607 2.876
H -5.518 1.036 2.568
H -7.139 1.421 3.072
H -6.888 -0.045 2.130
H -6.332 -0.019 3.745
C -1.893 4.395 -3.923
C -1.880 3.322 -5.064
C -2.029 4.119 -6.429
C -0.714 4.799 -6.788
C 0.392 3.715 -6.787
C 0.588 2.969 -5.468
N -0.754 2.376 -5.117
O -0.628 1.453 -3.955
C 1.299 3.919 -4.391
C 1.626 1.907 -5.906
C -3.193 2.529 -4.951
H -1.646 5.398 -4.271
H -1.328 4.192 -3.014
H -2.916 4.378 -3.548
H -2.719 4.956 -6.327
H -2.520 3.452 -7.137
H -0.517 5.616 -6.094
H -0.680 5.196 -7.803
H 1.311 4.164 -7.161
H 0.087 3.056 -7.600
H 0.677 4.781 -4.153
H 2.291 4.256 -4.694
H 1.452 3.428 -3.430
H 2.361 2.333 -6.590
H 1.055 1.175 -6.477
H 2.133 1.328 -5.133
H -3.287 1.823 -5.776
H -4.094 3.141 -4.984
H -3.358 1.876 -4.095
C 5.681 -2.280 1.121
C 5.460 -3.798 1.235
C 6.726 -4.624 1.757
O 6.863 -4.377 3.176
C 7.998 -4.946 3.777
N 4.326 -3.944 2.080
H 4.812 -1.735 0.751
H 6.533 -2.068 0.475
H 6.053 -1.831 2.042
H 5.261 -4.105 0.208
H 7.616 -4.384 1.175
H 6.735 -5.688 1.520
H 8.958 -4.804 3.280
H 7.874 -6.008 3.990
H 8.129 -4.443 4.735
H 4.794 -3.764 2.957
H 4.166 -4.938 2.152
C 1.815 2.064 6.268
C 0.803 1.019 5.904
C -0.164 0.714 7.110
O -1.047 -0.419 6.894
C -1.767 -0.652 8.123
N 0.107 1.451 4.727
H 2.606 1.669 6.905
H 1.414 2.998 6.660
H 2.456 2.277 5.412
H 1.506 0.218 5.675
H -0.835 1.522 7.402
H 0.498 0.396 7.916
H -1.854 0.178 8.825
H -1.236 -1.416 8.690
H -2.806 -0.947 7.974
H -0.531 2.179 5.014
H 0.762 1.871 4.083

* net charge: -2
* molar mass: 546.7 g mol⁻¹
* orbital gap: 1.781 eV

[2]
Formula: C19H48Br2NO6S6
Source: the Open Molecules 2025 dataset
Level of theory: the ωB97M-V functional and the def2-TZVPD basis

Positions of all 82 atoms, in Å:
C 3.470 0.575 0.785
C 3.889 -0.268 -0.402
Br 4.698 0.918 -1.737
C 2.738 -1.060 -1.075
Br 3.182 -2.977 -1.045
C 1.344 -0.871 -0.495
C 0.625 0.445 -0.826
C -0.176 0.642 0.489
C 0.249 -0.401 1.412
N 1.045 -1.238 0.887
H 2.632 1.230 0.594
H 3.177 -0.095 1.593
H 4.301 1.153 1.160
H 4.627 -0.977 -0.066
H 2.652 -0.796 -2.115
H 0.778 -1.608 -1.071
H 1.294 1.280 -0.975
H 0.011 0.275 -1.693
H -0.306 1.640 0.889
H -1.210 0.331 0.249
H -0.109 -0.429 2.428
H 1.438 -2.050 1.352
C -3.632 -0.542 -3.561
S -3.280 1.095 -2.922
O -1.969 1.010 -2.187
C -4.578 1.106 -1.686
H -2.904 -0.772 -4.337
H -3.560 -1.276 -2.761
H -4.632 -0.551 -3.993
H -4.445 0.265 -1.004
H -5.548 1.045 -2.176
H -4.517 2.040 -1.134
C -0.096 0.832 -6.772
S -1.344 -0.008 -7.757
O -2.573 -0.095 -6.923
C -0.558 -1.625 -7.718
H -0.415 1.864 -6.636
H -0.006 0.345 -5.800
H 0.857 0.811 -7.300
H -0.435 -1.950 -6.684
H 0.410 -1.571 -8.217
H -1.201 -2.324 -8.249
C -6.489 2.356 1.964
S -7.659 2.899 0.711
O -7.165 2.394 -0.598
C -7.235 4.643 0.798
H -6.559 1.273 2.042
H -5.477 2.640 1.671
H -6.748 2.808 2.922
H -6.175 4.776 0.581
H -7.471 5.025 1.791
H -7.829 5.170 0.055
C -2.551 -4.237 -4.812
S -3.744 -4.688 -3.544
O -3.885 -3.512 -2.642
C -2.693 -5.879 -2.704
H -2.997 -3.461 -5.433
H -1.643 -3.856 -4.343
H -2.327 -5.110 -5.425
H -1.775 -5.391 -2.374
H -2.465 -6.702 -3.380
H -3.237 -6.257 -1.841
C 4.436 1.547 4.183
S 2.927 2.516 4.201
O 2.596 2.855 2.784
C 3.655 3.978 4.947
H 4.222 0.588 3.718
H 5.202 2.073 3.609
H 4.772 1.376 5.202
H 4.470 4.341 4.322
H 4.019 3.731 5.944
H 2.882 4.741 5.021
C 6.618 -2.035 7.577
S 5.110 -1.060 7.623
O 4.782 -0.695 6.212
C 5.843 0.392 8.386
H 6.391 -2.982 7.092
H 7.382 -1.504 7.008
H 6.960 -2.219 8.595
H 6.659 0.763 7.765
H 6.209 0.133 9.379
H 5.070 1.153 8.473

* net charge: +1
* molar mass: 738.8 g mol⁻¹
* orbital gap: 7.374 eV

[3]
Formula: C19H48N7O6P
Source: the Open Molecules 2025 dataset
Level of theory: the ωB97M-V functional and the def2-TZVPD basis

Positions of all 81 atoms, in Å:
N -2.881 -0.225 -3.421
C -2.431 -1.439 -4.106
N -3.315 -1.943 -5.167
N -1.213 -1.045 -4.800
C -2.268 -2.549 -3.062
P -1.385 -2.114 -1.429
C -0.491 -1.652 0.188
C 0.410 -0.431 0.020
C 1.727 -0.760 -0.716
C 1.997 0.011 -2.008
O 1.316 1.297 -1.972
C 1.183 1.922 -3.141
O 1.018 1.386 -4.204
H -2.853 0.546 -4.081
H -3.837 -0.323 -3.098
H -3.172 -1.366 -5.992
H -4.286 -1.830 -4.897
H -0.815 -1.846 -5.276
H -0.521 -0.650 -4.175
H -3.263 -2.917 -2.774
H -1.743 -3.384 -3.538
H -1.307 -3.506 -1.145
H -0.324 -1.514 -2.187
H -2.559 -1.445 -0.975
H 0.073 -2.499 0.587
H -1.282 -1.422 0.912
H 0.655 -0.001 0.992
H -0.134 0.352 -0.514
H 1.719 -1.818 -0.989
H 2.569 -0.633 -0.036
H 1.656 -0.538 -2.884
H 3.057 0.233 -2.135
H 1.223 3.012 -3.013
C -0.478 -3.715 3.502
O 0.427 -3.513 2.713
N -0.945 -2.790 4.360
C -2.026 -3.054 5.287
C -0.328 -1.475 4.348
H -1.003 -4.682 3.574
H -2.872 -2.390 5.087
H -1.700 -2.900 6.315
H -2.361 -4.083 5.161
H -0.425 -1.008 3.367
H 0.735 -1.542 4.581
H -0.819 -0.859 5.099
C 2.201 3.761 1.895
O 1.812 2.610 1.903
N 1.878 4.667 0.948
C 2.358 6.029 0.990
C 1.016 4.241 -0.142
H 2.862 4.172 2.677
H 1.530 6.740 1.047
H 2.955 6.266 0.106
H 2.984 6.161 1.870
H 0.059 3.884 0.241
H 1.473 3.420 -0.692
H 0.847 5.088 -0.804
C 3.879 0.392 -5.903
O 5.014 0.415 -5.461
N 3.551 -0.061 -7.131
C 2.178 -0.070 -7.588
C 4.607 -0.551 -7.995
H 3.005 0.741 -5.335
H 1.846 -1.084 -7.823
H 2.055 0.547 -8.482
H 1.537 0.330 -6.803
H 5.130 -1.390 -7.534
H 5.343 0.229 -8.192
H 4.167 -0.876 -8.936
C -1.317 -0.254 8.167
O -1.209 -1.461 8.056
N -2.458 0.375 8.510
C -2.539 1.814 8.630
C -3.637 -0.433 8.767
H -0.475 0.436 7.991
H -2.819 2.111 9.643
H -3.270 2.228 7.933
H -1.566 2.246 8.402
H -3.458 -1.132 9.585
H -3.909 -1.014 7.886
H -4.461 0.226 9.031

* net charge: 0
* structure (SMILES): NC(N)(N)C[PH3]CCCCOC=O.CN(C)C=O.CN(C)C=O.CN(C)C=O.CN(C)C=O
* molar mass: 501.6 g mol⁻¹
* orbital gap: 8.043 eV

[4]
Formula: C19H48O13P3V
Source: the Open Molecules 2025 dataset
Level of theory: the ωB97M-V functional and the def2-TZVPD basis

Positions of all 84 atoms, in Å:
V 7.470 -24.790 14.779
C 7.717 -28.128 15.988
O 8.035 -26.854 15.490
H 8.652 -28.604 16.282
H 6.925 -28.046 16.732
H 7.306 -28.675 15.139
C 11.142 -28.841 12.105
C 10.017 -27.905 12.631
O 10.469 -26.502 12.640
P 9.715 -25.177 12.066
O 8.800 -24.523 12.988
O 11.015 -24.253 11.601
C 12.303 -24.783 11.289
C 13.316 -23.675 11.306
O 8.882 -25.753 10.718
C 8.005 -24.775 10.119
C 7.787 -25.420 8.767
H 12.082 -28.767 12.653
H 10.859 -29.886 11.981
H 11.350 -28.458 11.106
H 9.129 -28.041 12.014
H 9.760 -28.204 13.648
H 12.665 -25.534 11.990
H 12.216 -25.368 10.373
H 13.304 -23.128 10.363
H 13.181 -23.025 12.170
H 14.321 -24.091 11.234
H 7.053 -24.629 10.629
H 8.410 -23.766 10.036
H 7.605 -26.484 8.913
H 6.920 -24.972 8.280
H 8.590 -25.330 8.036
C 4.870 -29.099 13.422
C 4.078 -27.868 13.560
O 4.289 -27.210 12.360
P 4.673 -25.662 12.451
O 5.819 -25.309 13.378
O 3.238 -24.934 12.855
C 2.692 -24.960 14.188
C 1.560 -23.914 14.147
O 4.845 -25.129 10.967
C 4.033 -25.411 9.868
C 3.507 -24.165 9.322
H 4.358 -29.781 12.743
H 5.944 -29.077 13.237
H 5.055 -29.599 14.373
H 3.048 -28.223 13.588
H 4.460 -27.322 14.423
H 2.365 -25.964 14.459
H 3.478 -24.581 14.842
H 1.113 -23.865 15.139
H 1.804 -22.919 13.773
H 0.895 -24.318 13.384
H 4.557 -26.014 9.127
H 3.148 -25.951 10.205
H 3.129 -24.319 8.311
H 2.722 -23.693 9.912
H 4.268 -23.385 9.291
C 12.465 -30.169 20.286
C 11.608 -29.795 21.375
O 10.559 -29.128 20.679
P 9.639 -28.098 21.504
O 9.514 -28.646 22.879
O 10.272 -26.626 21.303
C 10.937 -26.219 22.526
C 11.566 -24.880 22.209
O 8.279 -28.022 20.613
C 7.245 -29.058 20.555
C 5.884 -28.554 20.338
H 11.850 -30.671 19.538
H 13.019 -29.503 19.625
H 13.122 -30.996 20.556
H 11.285 -30.656 21.960
H 12.116 -29.361 22.236
H 10.163 -26.071 23.279
H 11.632 -27.007 22.816
H 11.902 -24.389 23.123
H 12.498 -24.992 21.655
H 10.888 -24.138 21.787
H 7.411 -29.645 19.652
H 7.324 -29.714 21.423
H 5.505 -27.780 21.006
H 5.977 -28.117 19.344
H 5.106 -29.316 20.297

* <S²>: 6.00
* 2S+1: 5
* net charge: 0
* molar mass: 628.4 g mol⁻¹
* orbital gap (alpha / beta): 5.070 / 7.668 eV

[5]
Formula: C19H49BN13O24
Source: the Open Molecules 2025 dataset
Level of theory: the ωB97M-V functional and the def2-TZVPD basis

Positions of all 106 atoms, in Å:
C 1.656 3.126 -3.656
C 0.628 1.910 -4.153
C 0.304 0.908 -2.896
C 1.072 -0.540 -2.945
O 1.632 -0.905 -1.634
C 0.610 -1.424 -0.712
C -0.840 -0.843 -0.216
N -1.485 -1.781 0.783
C -0.574 -2.960 1.050
N 0.636 -2.702 0.136
B 1.706 -3.776 0.209
C 1.323 -5.305 -0.312
O 3.021 -3.387 0.786
H 2.554 2.624 -3.054
H 2.028 3.681 -4.630
H 1.073 3.927 -2.995
H -0.396 2.456 -4.431
H 1.022 1.323 -5.086
H -0.864 0.671 -2.908
H 0.545 1.376 -1.828
H 0.436 -1.410 -3.448
H 2.007 -0.395 -3.673
H -1.267 0.186 -0.640
H -2.419 -1.695 1.256
H -0.681 -3.882 1.766
H 0.678 -5.264 -1.313
H 0.594 -5.776 0.506
H 2.260 -6.002 -0.421
H 3.395 -4.212 1.226
C 0.334 -2.709 4.751
N 0.912 -4.077 4.839
O 1.252 -4.477 5.958
O 1.007 -4.710 3.781
H 0.309 -2.271 5.752
H 0.974 -2.122 4.089
H -0.676 -2.803 4.347
C 3.124 0.028 3.154
N 2.354 0.667 4.255
O 1.803 -0.083 5.070
O 2.325 1.903 4.272
H 3.064 -1.057 3.263
H 2.674 0.346 2.211
H 4.159 0.367 3.235
C 4.827 -1.973 -1.496
N 5.726 -0.917 -2.036
O 6.941 -1.065 -1.862
O 5.186 0.030 -2.620
H 5.434 -2.740 -1.011
H 4.157 -1.498 -0.776
H 4.272 -2.394 -2.336
C -0.293 4.214 5.360
N -1.110 4.673 4.204
O -2.253 4.211 4.101
O -0.582 5.483 3.434
H -0.880 3.508 5.950
H 0.602 3.733 4.960
H -0.038 5.095 5.953
C -1.646 2.134 9.646
N -1.590 2.704 8.272
O -0.712 3.543 8.043
O -2.430 2.292 7.463
H -0.854 2.584 10.247
H -2.628 2.371 10.061
H -1.500 1.055 9.561
C -3.471 6.177 2.027
N -4.289 6.635 0.872
O -5.431 6.174 0.768
O -3.761 7.446 0.101
H -4.058 5.470 2.617
H -2.576 5.696 1.627
H -3.216 7.057 2.621
C -6.294 3.205 0.221
N -5.716 1.837 0.308
O -5.376 1.437 1.427
O -5.621 1.204 -0.750
H -6.319 3.643 1.221
H -5.654 3.792 -0.441
H -7.304 3.111 -0.184
C -4.475 2.266 -5.226
N -3.129 2.326 -4.594
O -2.977 1.721 -3.527
O -2.263 2.979 -5.189
H -5.133 1.661 -4.598
H -4.848 3.289 -5.303
H -4.356 1.810 -6.211
C 3.006 -8.147 3.594
N 3.062 -7.578 2.221
O 3.940 -6.738 1.992
O 2.223 -7.990 1.412
H 3.799 -7.697 4.196
H 2.025 -7.910 4.010
H 3.152 -9.226 3.510
C -4.307 -1.793 -7.837
N -4.704 -0.374 -8.043
O -5.163 0.233 -7.068
O -4.543 0.091 -9.177
H -4.502 -2.067 -6.798
H -4.905 -2.404 -8.516
H -3.242 -1.873 -8.063
C 6.291 -0.408 -5.789
N 5.473 0.051 -6.945
O 4.330 -0.411 -7.048
O 6.001 0.861 -7.715
H 5.704 -1.115 -5.199
H 7.185 -0.889 -6.190
H 6.545 0.473 -5.196

* net charge: +1
* molar mass: 854.5 g mol⁻¹
* orbital gap: 8.534 eV

> net charge of number 1 (C19H48BBaN3O5)?

-2

Repeat the fourth record exactly.
Formula: C19H48O13P3V
Source: the Open Molecules 2025 dataset
Level of theory: the ωB97M-V functional and the def2-TZVPD basis

Positions of all 84 atoms, in Å:
V 7.470 -24.790 14.779
C 7.717 -28.128 15.988
O 8.035 -26.854 15.490
H 8.652 -28.604 16.282
H 6.925 -28.046 16.732
H 7.306 -28.675 15.139
C 11.142 -28.841 12.105
C 10.017 -27.905 12.631
O 10.469 -26.502 12.640
P 9.715 -25.177 12.066
O 8.800 -24.523 12.988
O 11.015 -24.253 11.601
C 12.303 -24.783 11.289
C 13.316 -23.675 11.306
O 8.882 -25.753 10.718
C 8.005 -24.775 10.119
C 7.787 -25.420 8.767
H 12.082 -28.767 12.653
H 10.859 -29.886 11.981
H 11.350 -28.458 11.106
H 9.129 -28.041 12.014
H 9.760 -28.204 13.648
H 12.665 -25.534 11.990
H 12.216 -25.368 10.373
H 13.304 -23.128 10.363
H 13.181 -23.025 12.170
H 14.321 -24.091 11.234
H 7.053 -24.629 10.629
H 8.410 -23.766 10.036
H 7.605 -26.484 8.913
H 6.920 -24.972 8.280
H 8.590 -25.330 8.036
C 4.870 -29.099 13.422
C 4.078 -27.868 13.560
O 4.289 -27.210 12.360
P 4.673 -25.662 12.451
O 5.819 -25.309 13.378
O 3.238 -24.934 12.855
C 2.692 -24.960 14.188
C 1.560 -23.914 14.147
O 4.845 -25.129 10.967
C 4.033 -25.411 9.868
C 3.507 -24.165 9.322
H 4.358 -29.781 12.743
H 5.944 -29.077 13.237
H 5.055 -29.599 14.373
H 3.048 -28.223 13.588
H 4.460 -27.322 14.423
H 2.365 -25.964 14.459
H 3.478 -24.581 14.842
H 1.113 -23.865 15.139
H 1.804 -22.919 13.773
H 0.895 -24.318 13.384
H 4.557 -26.014 9.127
H 3.148 -25.951 10.205
H 3.129 -24.319 8.311
H 2.722 -23.693 9.912
H 4.268 -23.385 9.291
C 12.465 -30.169 20.286
C 11.608 -29.795 21.375
O 10.559 -29.128 20.679
P 9.639 -28.098 21.504
O 9.514 -28.646 22.879
O 10.272 -26.626 21.303
C 10.937 -26.219 22.526
C 11.566 -24.880 22.209
O 8.279 -28.022 20.613
C 7.245 -29.058 20.555
C 5.884 -28.554 20.338
H 11.850 -30.671 19.538
H 13.019 -29.503 19.625
H 13.122 -30.996 20.556
H 11.285 -30.656 21.960
H 12.116 -29.361 22.236
H 10.163 -26.071 23.279
H 11.632 -27.007 22.816
H 11.902 -24.389 23.123
H 12.498 -24.992 21.655
H 10.888 -24.138 21.787
H 7.411 -29.645 19.652
H 7.324 -29.714 21.423
H 5.505 -27.780 21.006
H 5.977 -28.117 19.344
H 5.106 -29.316 20.297

* <S²>: 6.00
* 2S+1: 5
* net charge: 0
* molar mass: 628.4 g mol⁻¹
* orbital gap (alpha / beta): 5.070 / 7.668 eV

> The lowest molar mass belongs to which entry?

C19H48N7O6P